{
  "formula": "C7H22BiClI2N2OP2",
  "method": "ωB97M-V/def2-TZVPD",
  "homo_lumo_gap_ev": [4.22, 4.09],
  "total_charge": 2,
  "relative_energy_kcal_mol": 164.2,
  "elements": ["P", "Cl", "C", "H", "H", "O", "H", "H", "H", "H", "C", "C", "H", "H", "H", "I", "H", "P", "C", "H", "H", "C", "C", "N", "H", "H", "H", "H", "H", "H", "H", "C", "Bi", "H", "N", "I", "H", "H"],
  "positions_angstrom": [[-2.268991, -0.025492, -1.192951], [-0.001328, -0.198338, -6.214532], [-3.442587, -1.388202, -1.763363], [-4.194310, 0.095287, 0.324676], [4.524736, 1.038197, -1.799534], [0.010842, 0.174298, 2.732209], [2.028257, 0.005802, 4.259703], [-3.333829, 2.188672, -1.260001], [4.522592, -1.084493, -1.720672], [2.701965, 0.940614, 0.994228], [3.446322, 1.302429, -1.861911], [-3.451888, 1.283555, -1.861972], [3.324502, 2.206898, -1.259486], [2.786114, -0.857781, 0.951950], [3.341413, -2.230720, -1.098109], [-0.006582, 1.699083, 0.796140], [-4.517567, -1.107246, -1.724763], [2.268168, -0.011395, -1.193878], [0.007260, 0.145041, 3.974633], [3.198265, -1.681874, -2.792711], [-3.183226, -1.695771, -2.791833], [3.449439, -1.370626, -1.762835], [3.093199, 0.070522, 0.461696], [-1.123297, 0.123176, 4.711024], [-4.528697, 1.012601, -1.793527], [-2.778938, -0.872926, 0.959178], [-3.331169, -2.247010, -1.097102], [-2.712424, 0.928207, 0.984961], [3.176641, 1.509957, -2.911475], [4.192931, 0.130584, 0.326174], [-1.050166, 0.017758, 5.704183], [-3.094471, 0.048325, 0.462080], [-0.004340, -0.132781, -3.856196], [-3.191277, 1.496090, -2.913453], [1.139012, 0.108832, 4.712325], [-0.002071, -1.617727, 0.539023], [-2.029830, -0.010586, 4.262967], [1.035317, 0.007033, 5.713137]],
  "atomic_forces_ev_per_a": [[-4.3, 0.2, -1.2], [0.0, 0.2, 0.3], [0.7, -0.7, -0.4], [0.8, -0.1, -0.1], [-0.9, -0.2, 0.0], [0.0, -0.2, -0.2], [0.1, 0.1, 0.1], [0.2, 0.1, -0.3], [-0.9, 0.2, 0.0], [0.3, -0.3, 0.1], [-0.7, 0.6, -0.6], [0.7, 0.6, -0.5], [-0.2, 0.1, -0.3], [0.4, 0.3, 0.4], [-0.2, -0.1, -0.2], [0.0, 0.3, -0.2], [0.9, 0.2, 0.0], [4.3, 0.3, -1.2], [0.1, 0.0, 1.4], [0.3, 0.0, 0.4], [-0.3, -0.1, 0.4], [-0.7, -0.7, -0.4], [-0.9, -0.2, 0.5], [-0.5, 0.0, -0.8], [0.9, -0.2, 0.0], [-0.4, 0.3, 0.3], [0.2, -0.1, -0.2], [-0.3, -0.3, 0.2], [0.4, 0.2, 0.3], [-0.8, -0.1, -0.1], [-0.3, 0.0, 0.2], [0.9, -0.1, 0.5], [0.0, -0.3, 1.7], [-0.3, 0.2, 0.4], [-0.5, 0.1, -0.1], [0.0, -0.4, -0.4], [0.6, 0.2, 0.3], [0.6, 0.0, -0.3]],
  "nbo_charge": [0.839, -0.377, -0.928, 0.254, 0.251, -0.761, 0.422, 0.242, 0.254, 0.244, -0.931, -0.932, 0.242, 0.237, 0.243, 0.172, 0.255, 0.837, 0.805, 0.218, 0.217, -0.927, -0.911, -0.794, 0.251, 0.237, 0.243, 0.243, 0.212, 0.254, 0.407, -0.911, 1.571, 0.213, -0.792, 0.070, 0.423, 0.409]
}

{
  "formula": "C7H23Br2N7O4V",
  "method": "ωB97M-V/def2-TZVPD",
  "homo_lumo_gap_ev": [7.24, 8.21],
  "total_charge": 0,
  "s2": 3.76,
  "spin_multiplicity": 4,
  "elements": ["O", "H", "H", "H", "H", "H", "H", "O", "H", "H", "H", "N", "N", "H", "O", "H", "H", "N", "Br", "C", "N", "C", "H", "H", "N", "N", "C", "H", "H", "H", "H", "N", "H", "H", "H", "H", "C", "H", "V", "C", "Br", "C", "O", "C"],
  "positions_angstrom": [[-5.564425, 2.211048, -8.107439], [-6.179409, 3.682148, -9.356452], [-6.783341, 0.570879, -8.131965], [-8.221607, -4.720627, -4.224938], [-7.409973, 1.748336, -9.065368], [-13.318338, -2.200727, -6.112236], [-12.046662, -2.725445, -7.259391], [-6.017721, -0.942207, -6.535101], [-12.973918, -0.856189, -4.379677], [-4.604978, 4.030220, -8.752909], [-8.160323, 3.007438, -6.959338], [-7.634318, -5.057988, -4.965270], [-3.939949, -0.528468, -7.390310], [-9.431404, 1.261039, -7.457459], [-10.317508, -1.326380, -6.051808], [-7.482863, 2.157805, -4.713563], [-7.522790, -6.040153, -5.131964], [-12.010959, -0.885673, -4.651077], [-8.517711, -1.571284, -9.058058], [-11.502862, -1.474448, -5.774681], [-12.368141, -2.293461, -6.409494], [-7.670652, 2.034319, -6.834791], [-4.728945, -2.585544, -5.091715], [-6.312386, -5.895273, -6.927719], [-6.683199, -4.972521, -7.045149], [-4.167533, -2.033749, -5.717071], [-6.858409, 1.659827, -8.122000], [-6.047180, 1.399968, -5.443646], [-11.360199, -0.267568, -4.190716], [-3.181650, -2.149939, -5.815408], [-6.796457, -4.615908, -7.980403], [-8.797940, 1.081422, -6.678964], [-3.033188, -0.297491, -7.030797], [-6.203468, 3.048003, -5.677497], [-4.347531, 0.047814, -8.111521], [-9.406770, 1.361835, -5.911415], [-6.822906, 2.153834, -5.579134], [-5.947103, 4.257924, -7.685658], [-8.174633, -1.044745, -6.380823], [-5.559193, 3.592454, -8.460093], [-7.995340, -0.916234, -3.606479], [-7.301957, -4.296354, -6.043249], [-7.671640, -3.137945, -6.153298], [-4.813216, -1.116454, -6.518891]],
  "atomic_forces_ev_per_a": [[0.6, 0.7, -0.3], [-0.2, 0.3, 0.0], [0.5, 0.0, 0.4], [0.1, 0.3, -0.1], [0.0, 1.0, 0.0], [-0.3, -0.5, -0.6], [-0.4, 0.0, -0.1], [-0.2, 0.2, 0.0], [-0.1, -0.1, -0.1], [0.5, -0.8, 0.3], [0.3, 0.2, -0.2], [0.8, -0.5, -0.3], [-0.4, 0.3, -0.2], [0.3, -0.6, -0.4], [-0.3, -0.1, -0.6], [0.3, 0.2, 0.2], [-0.3, -0.2, 0.6], [0.6, 0.6, 0.0], [0.1, 0.2, 0.5], [0.4, -0.1, 1.2], [0.6, 0.3, -0.1], [-0.2, 0.6, -0.6], [0.2, 0.1, 0.2], [-0.1, -0.1, 0.0], [0.4, 0.2, -0.4], [-1.2, 0.8, -0.1], [-0.8, -1.1, 1.0], [-0.5, -0.5, -0.1], [-0.1, -0.1, 0.2], [0.1, -0.3, 0.1], [0.2, 0.2, 0.1], [-0.1, -0.1, -0.2], [0.1, 0.1, -0.3], [-0.4, 0.3, 0.3], [0.1, 0.4, 0.3], [0.5, -0.1, 0.5], [0.6, -0.1, -0.4], [-0.2, -0.2, 0.2], [-0.3, -0.8, 0.2], [-0.7, 0.1, -0.7], [-0.1, 0.1, -0.5], [-1.6, 0.2, 0.0], [0.3, 0.0, 0.0], [1.0, -1.2, 0.0]],
  "nbo_charge": [-0.548, 0.171, 0.235, 0.428, 0.187, 0.391, 0.428, -0.660, 0.389, 0.192, 0.167, -0.827, -0.841, 0.380, -0.675, 0.229, 0.380, -0.837, -0.708, 0.805, -0.822, -0.060, 0.419, 0.387, -0.842, -0.834, -0.100, 0.232, 0.422, 0.392, 0.430, -0.841, 0.388, 0.211, 0.423, 0.378, -0.621, 0.167, 0.996, -0.255, -0.717, 0.802, -0.659, 0.818]
}

{
  "formula": "C7H23N2OSi2",
  "method": "ωB97M-V/def2-TZVPD",
  "homo_lumo_gap_ev": 10.69,
  "total_charge": 1,
  "relative_energy_kcal_mol": 48.2,
  "elements": ["O", "H", "H", "H", "C", "H", "C", "H", "H", "H", "Si", "N", "Si", "C", "H", "H", "H", "H", "C", "H", "H", "H", "H", "C", "H", "N", "C", "H", "H", "C", "H", "H", "H", "H", "H"],
  "positions_angstrom": [[-2.322514, -0.132942, 0.433115], [-3.943716, -1.071467, 1.962001], [-4.546248, 0.815758, 0.513247], [0.638583, -3.433997, -0.213581], [2.205396, 2.455337, -0.621519], [3.538223, 2.384564, 0.886102], [0.650164, 2.132227, -0.846471], [2.277270, -3.392721, 0.359969], [-3.292530, -0.065582, -2.438106], [0.542130, 2.054480, -1.952686], [-3.529747, 0.199682, 1.475352], [2.532321, 2.374205, 0.790026], [-1.593227, -0.917261, -0.802755], [1.118959, -1.543004, 0.718443], [0.185660, -1.006978, 2.639586], [2.182320, 3.226807, 1.156630], [0.107898, 2.981409, -0.637211], [-1.710460, 0.962757, -2.400637], [-2.165136, -0.100275, -2.477815], [0.817458, -0.588222, -1.616490], [2.073073, -1.063788, 1.069764], [2.794173, 1.753318, -1.305658], [1.247534, 0.963822, 0.505952], [0.251888, -0.434524, -0.666669], [-3.099358, 1.183811, 2.518157], [0.377559, 0.983211, -0.075946], [1.464651, -2.751865, -0.068671], [-0.417316, 1.114896, 0.462330], [-0.591216, -2.465002, 1.892842], [0.372908, -1.941218, 1.963767], [1.847445, -2.521707, -1.087051], [-1.869512, -0.723455, -3.346019], [2.470230, 3.483118, -0.899143], [1.150657, -2.564267, 2.392155], [-1.765504, -2.351130, -0.283004]],
  "atomic_forces_ev_per_a": [[1.4, 0.6, -0.2], [-0.5, -0.8, 0.7], [0.2, -0.2, 0.9], [-0.5, 0.0, 0.0], [-0.1, 0.1, -1.7], [0.1, -0.1, 0.3], [3.8, 1.2, -3.6], [-0.6, 0.7, 0.1], [1.2, 0.3, -0.2], [-0.2, -0.7, 0.8], [-0.9, 1.4, -1.1], [0.0, -1.5, -0.5], [-0.2, -0.1, -0.1], [-0.6, 1.4, -2.4], [0.4, -1.7, -0.9], [-0.2, 0.7, 1.0], [-1.6, 1.6, 1.2], [-0.8, -1.8, -0.6], [-0.4, -0.3, 1.6], [-0.1, 0.5, 1.0], [-1.0, 0.3, -0.8], [-0.6, 0.8, 1.3], [-0.8, -0.1, 0.8], [1.2, -1.5, 2.7], [0.0, -0.4, -0.3], [2.0, -2.6, -0.7], [1.6, -1.4, -1.5], [-1.9, 0.2, 1.8], [0.5, 0.0, -0.4], [-0.7, 2.5, 1.1], [-0.2, 0.0, 0.6], [0.1, 0.8, 0.3], [-0.5, -0.3, -0.9], [-0.3, -0.3, 0.8], [0.2, 0.6, -1.2]],
  "nbo_charge": [-1.310, -0.194, -0.191, 0.223, -0.245, 0.394, -0.257, 0.238, 0.263, 0.235, 1.239, -0.847, 1.646, -0.128, 0.209, 0.372, 0.227, 0.234, -1.096, 0.242, 0.213, 0.212, 0.477, -0.521, -0.184, -0.572, -0.663, 0.438, 0.232, -0.647, 0.214, 0.260, 0.213, 0.241, -0.167]
}

{
  "formula": "C7H23NO3PZr",
  "method": "ωB97M-V/def2-TZVPD",
  "homo_lumo_gap_ev": [6.47, 6.47],
  "total_charge": 1,
  "relative_energy_kcal_mol": 120.3,
  "elements": ["C", "O", "H", "H", "C", "H", "H", "H", "C", "H", "P", "H", "H", "H", "H", "H", "C", "H", "Zr", "H", "C", "H", "H", "H", "H", "O", "H", "H", "H", "C", "C", "H", "N", "H", "H", "O"],
  "positions_angstrom": [[2.066377, 1.682789, 1.726435], [1.376717, 0.615487, -0.372120], [1.653633, 2.655074, 1.385328], [-0.410285, 1.290900, -2.015419], [2.451247, 0.822289, 0.528579], [1.928117, -2.123900, 1.557310], [-2.412621, 1.838963, 2.567582], [3.393981, -3.990665, 0.968692], [1.792128, -2.590613, 0.552721], [-2.662615, -2.317618, -1.155186], [0.291854, -0.591208, 0.196872], [-0.406847, 2.001740, 0.265293], [-3.810570, -1.256708, -1.652854], [3.044226, -3.749640, -0.789546], [3.243133, 1.363731, -0.031509], [-3.356119, -1.293110, -0.074271], [-1.221040, 1.467564, 0.792048], [-3.266382, 0.082563, -3.513766], [-1.415191, 0.171712, -1.611373], [-2.173146, 1.473670, -3.822421], [-2.691055, 0.898825, -3.041208], [2.968026, 1.877772, 2.344480], [1.325141, 1.154960, 2.358175], [-3.378451, 1.571233, -2.487926], [-0.693180, 2.377037, 2.696877], [1.470589, -1.645379, -0.442202], [-2.125495, 1.438396, 0.150451], [1.004384, -3.373338, 0.600929], [-1.859960, 3.326374, 1.702932], [-1.566065, 2.302127, 2.017429], [3.120124, -3.242568, 0.195400], [-0.647121, -0.451164, -2.774336], [-2.991029, -1.349405, -1.035907], [3.919809, -2.472451, 0.145015], [2.924549, -0.122325, 0.863100], [-0.886863, 0.156885, 1.204394]],
  "atomic_forces_ev_per_a": [[0.0, 0.1, 0.2], [-3.1, -0.5, 1.6], [0.2, -0.5, 0.3], [3.5, 4.3, -1.3], [2.1, 0.9, 0.6], [-0.3, -0.3, -0.5], [0.5, 0.3, -0.3], [-0.1, 0.4, -0.5], [0.9, -2.1, 0.8], [-0.2, 0.3, 0.1], [2.8, -0.6, -3.7], [-0.2, -0.6, -0.1], [0.3, -0.1, 0.3], [0.1, 0.3, 0.6], [-0.6, -0.4, 0.1], [0.1, -0.2, -0.4], [0.0, 2.3, 1.3], [0.0, 0.4, 0.0], [-4.5, -0.6, 4.3], [-0.2, -0.1, 0.2], [-1.7, 0.5, -1.9], [-0.6, -0.1, -0.4], [0.3, 0.4, -0.2], [0.0, -0.1, -0.2], [-0.5, -0.1, -0.5], [-0.6, 0.7, 2.1], [0.0, 0.1, 0.4], [0.3, 0.4, 0.2], [0.2, -0.6, 0.2], [-0.5, 0.4, 0.3], [0.3, -0.2, -0.1], [3.0, -2.4, -4.1], [-2.0, -1.6, 0.9], [-0.5, -0.5, 0.0], [-0.4, 0.3, -0.3], [1.3, -0.4, -0.2]],
  "nbo_charge": [-0.646, -0.771, 0.220, -0.399, -0.100, 0.163, 0.228, 0.227, -0.118, 0.422, 1.725, 0.258, 0.426, 0.227, 0.222, 0.421, -0.139, 0.251, 1.637, 0.300, -1.206, 0.245, 0.197, 0.246, 0.236, -0.769, 0.149, 0.185, 0.236, -0.617, -0.619, -0.269, -1.144, 0.218, 0.180, -0.822]
}